Below is 11 unconnected molecules or ions with the total composition C43H80F12N2O13, with properties calculated with ωB97M-V/def2-TZVPD.

Structure (XYZ):
```
150
Properties=species:S:1:pos:R:3:forces:R:3
C -3.674 -5.333 -17.820 0.531 0.396 -0.665
C -3.226 -4.121 -16.979 -0.729 -0.187 0.565
N -4.120 -2.953 -17.039 -0.447 0.238 0.607
C -4.157 -2.359 -18.341 0.845 0.680 -1.848
C -2.839 -1.772 -18.849 0.596 0.479 0.681
C -5.521 -3.156 -16.657 -0.218 0.424 0.913
C -5.758 -3.514 -15.166 0.838 -0.690 -1.558
H -2.881 -6.070 -17.944 0.126 0.028 0.237
H -3.907 -5.004 -18.832 -0.117 -0.086 -0.094
H -4.548 -5.864 -17.441 -0.001 0.239 0.257
H -3.135 -4.472 -15.951 -0.168 0.250 0.242
H -2.242 -3.702 -17.191 0.078 -0.498 -0.498
H -4.463 -3.050 -19.126 -0.618 -0.338 -0.096
H -4.862 -1.528 -18.362 -0.196 -0.118 0.250
H -2.900 -1.088 -19.695 -0.686 -0.061 -0.065
H -2.470 -1.160 -18.025 0.487 -0.004 0.015
H -2.067 -2.476 -19.158 -0.096 -0.316 0.341
H -5.992 -3.813 -17.389 -0.330 -0.674 0.253
H -6.082 -2.230 -16.775 0.386 0.412 -0.333
H -5.233 -2.797 -14.535 -0.207 0.009 0.048
H -5.297 -4.494 -15.042 -0.219 -0.170 0.609
H -6.831 -3.549 -14.974 0.134 -0.007 0.195
C -12.130 4.094 -12.611 0.575 -0.584 0.762
C -11.185 3.804 -11.409 0.321 -0.377 -0.981
N -10.509 2.489 -11.461 -0.250 -0.446 -0.329
C -11.428 1.381 -11.270 -0.171 -0.620 1.384
C -10.733 0.013 -11.000 0.436 0.589 -0.345
C -9.699 2.243 -12.642 0.508 -0.891 0.340
C -8.499 3.107 -12.637 0.635 1.215 -0.479
H -12.857 3.286 -12.702 -0.369 0.323 0.039
H -11.551 4.073 -13.533 0.022 0.227 -0.025
H -12.586 5.076 -12.483 -0.214 -0.165 -0.125
H -10.408 4.567 -11.455 0.070 0.025 0.324
H -11.671 3.855 -10.435 -0.075 0.188 -0.212
H -12.013 1.627 -10.384 -0.044 -0.030 0.238
H -12.193 1.294 -12.041 0.072 -0.220 -0.545
H -11.372 -0.766 -10.585 -0.329 0.195 -0.283
H -10.228 -0.354 -11.894 -0.391 -0.273 -0.141
H -9.906 0.101 -10.295 -0.084 0.438 0.257
H -10.222 2.223 -13.598 -0.377 0.367 -0.185
H -9.265 1.245 -12.574 -0.396 -0.261 0.221
H -7.782 2.832 -13.410 -0.025 -0.087 -0.038
H -8.016 3.029 -11.664 0.050 0.107 0.002
H -8.783 4.141 -12.832 0.258 0.236 0.132
C -10.326 1.638 -5.464 -0.594 -0.468 -0.895
C -10.847 1.046 -6.802 -0.267 0.493 1.044
O -12.198 1.531 -7.179 -0.405 -0.034 -0.286
C -12.396 2.733 -7.710 2.882 0.067 0.293
O -11.531 3.603 -7.745 -2.020 -1.057 -0.331
C -13.816 2.889 -8.339 -0.737 -0.209 0.588
F -14.571 1.762 -8.309 0.656 0.763 0.568
F -14.437 3.882 -7.678 -0.124 -0.430 0.215
F -13.787 3.253 -9.603 0.552 0.236 -0.710
H -9.367 1.169 -5.245 0.181 0.191 -0.172
H -10.988 1.301 -4.667 -0.160 0.294 0.028
H -10.255 2.725 -5.493 0.097 -0.143 0.071
H -11.021 -0.014 -6.615 0.028 0.072 -0.458
H -10.167 1.188 -7.642 -0.216 0.141 0.057
C -3.857 0.156 -15.376 -0.473 -0.021 0.223
C -4.577 1.504 -15.763 1.549 -1.600 1.933
O -5.084 1.423 -17.074 -0.337 0.300 -1.581
C -6.355 1.224 -17.323 -3.580 -0.667 3.776
O -7.248 0.979 -16.455 3.254 0.889 -3.274
C -6.754 1.312 -18.830 0.375 -0.087 0.649
F -5.666 1.665 -19.546 -1.033 0.454 -0.074
F -7.133 0.117 -19.245 -0.016 -0.758 -0.204
F -7.829 2.111 -19.015 1.357 0.092 0.034
H -4.464 -0.745 -15.287 -0.617 0.225 -0.691
H -3.432 0.133 -14.372 0.186 0.906 0.110
H -3.040 -0.094 -16.053 -0.134 0.227 -0.160
H -3.775 2.242 -15.759 -0.303 0.239 -0.367
H -5.318 1.809 -15.024 -0.231 -0.188 -0.295
C -2.795 4.301 -5.764 -1.023 -0.650 0.689
C -4.097 4.944 -6.257 1.358 0.992 -0.682
O -5.279 4.325 -5.775 -1.773 -0.943 1.603
C -5.838 4.678 -4.589 3.721 4.107 0.445
O -5.352 5.609 -3.899 -2.091 -3.314 -1.825
C -7.093 3.910 -4.154 1.478 -0.564 0.786
F -6.763 3.228 -3.044 0.451 -0.619 0.143
F -8.036 4.713 -3.774 -1.323 1.179 -0.297
F -7.507 3.055 -5.056 -0.405 -0.192 -0.579
H -2.862 3.233 -5.971 0.536 0.158 -0.306
H -2.756 4.372 -4.677 -0.009 0.151 0.133
H -1.871 4.749 -6.128 -0.331 0.033 -0.388
H -4.218 4.843 -7.336 0.156 -0.001 0.006
H -4.039 6.013 -6.050 -0.577 -0.020 0.225
C -7.702 1.974 -8.183 0.073 -0.499 -0.710
C -7.566 0.587 -8.763 0.376 -0.824 1.978
O -7.097 0.667 -10.072 1.728 -1.668 -2.998
C -6.548 -0.459 -10.652 -1.825 -1.978 1.883
O -6.603 -1.631 -10.243 0.227 3.648 -0.728
C -5.892 -0.186 -12.016 0.017 -0.836 0.068
F -4.623 -0.674 -11.955 -0.649 0.538 -0.248
F -6.534 -0.832 -13.014 0.314 0.199 0.658
F -5.892 1.093 -12.297 0.447 0.560 -0.402
H -8.526 2.454 -8.711 -0.182 0.281 0.574
H -6.796 2.544 -8.390 0.067 0.029 0.041
H -7.774 1.841 -7.104 -0.470 0.382 -0.102
H -8.461 -0.031 -8.685 -0.149 0.155 -0.186
H -6.819 0.051 -8.177 0.104 -0.218 0.101
C -8.208 5.924 -6.852 -0.391 -0.245 1.347
C -7.603 5.822 -8.197 1.276 2.907 -1.447
O -6.545 6.406 -8.423 -0.192 -0.800 0.585
C -8.313 5.198 -9.331 -1.033 -1.410 0.512
H -8.676 6.858 -6.541 -0.001 0.508 -0.956
H -7.373 5.915 -6.152 -0.138 -0.535 0.153
H -9.003 5.204 -6.664 0.381 -0.421 0.157
H -7.627 4.671 -9.995 -0.070 0.116 0.042
H -8.966 5.844 -9.917 0.315 0.464 0.170
H -8.995 4.511 -8.831 -0.232 -0.487 -0.636
C -6.089 -6.551 -12.655 1.139 0.673 0.515
C -4.909 -5.761 -12.004 -0.902 -0.780 -1.007
O -3.759 -6.150 -12.122 -1.119 0.755 0.354
C -5.339 -4.532 -11.196 1.822 -0.125 -0.382
H -6.745 -5.904 -13.239 0.065 0.131 0.086
H -6.652 -6.907 -11.792 -0.226 -0.373 -0.187
H -5.698 -7.348 -13.287 -0.130 -0.067 0.248
H -5.960 -4.784 -10.336 -0.044 0.039 -0.166
H -5.762 -3.721 -11.789 -0.493 -0.405 -0.160
H -4.369 -4.135 -10.897 -0.122 0.182 0.657
C -4.880 -0.739 -3.890 -0.488 0.495 0.347
C -5.309 0.269 -4.925 2.055 0.603 -0.664
O -6.432 0.390 -5.302 -1.720 -0.298 -0.153
C -4.238 1.194 -5.582 -1.144 -0.923 0.285
H -4.139 -1.455 -4.245 -0.029 0.115 -0.067
H -5.773 -1.225 -3.497 0.113 -0.214 -0.147
H -4.458 -0.159 -3.069 0.306 -0.118 0.110
H -4.795 1.819 -6.279 0.113 0.162 0.167
H -3.587 0.554 -6.178 0.448 0.090 0.239
H -3.714 1.799 -4.842 0.156 -0.274 -0.105
C -2.294 3.947 -10.345 -0.604 -0.453 -0.306
C -3.672 3.820 -11.010 0.443 0.697 -0.617
O -3.828 4.271 -12.131 -0.082 -0.533 0.684
C -4.839 3.226 -10.249 -0.167 0.192 0.233
H -1.866 2.949 -10.252 -0.021 -0.143 0.215
H -2.388 4.380 -9.349 0.098 0.035 0.010
H -1.619 4.514 -10.987 -0.247 0.164 0.133
H -4.633 2.366 -9.612 0.368 -0.259 -0.322
H -5.673 3.026 -10.921 0.209 -0.058 0.031
H -5.190 3.961 -9.525 0.015 0.459 -0.015
C -7.000 -3.265 -7.054 0.875 0.327 0.216
C -8.288 -2.698 -6.518 -2.843 0.764 -1.063
O -9.005 -1.949 -7.212 1.758 -1.428 1.667
C -8.786 -3.198 -5.123 0.436 0.243 -1.039
H -6.765 -4.304 -6.821 -0.545 -0.103 0.186
H -6.208 -2.717 -6.544 0.206 0.199 0.243
H -6.795 -3.092 -8.111 -0.634 0.139 -0.021
H -9.602 -2.646 -4.656 0.405 0.697 -0.290
H -7.920 -3.288 -4.468 -0.228 -0.246 0.187
H -9.275 -4.157 -5.293 0.514 -0.435 -0.074
```
Positions in Å, forces in eV/Å.

Computed properties:
E_LUMO	0.09	eV
SMILES	CCOC(=O)C(F)(F)F.CCOC(=O)C(F)(F)F.CCOC(=O)C(F)(F)F.CCOC(=O)C(F)(F)F.CCN(CC)CC.CCN(CC)CC.CC(C)=O.CC(C)=O.CC(C)=O.CC(C)=O.CC(C)=O
energy	-108094.314	eV